Entry 1:
115
Properties=species:S:1:pos:R:3 method="wB97M-V/def2-TZVPD" s2=0.76 mol_weight_da=994.29 multiplicity=2 gap_ev="7.5898 / 6.4186" lumo_energy_ev="0.4 / -0.7" de_lowest_kcal_mol=9.0
Cu -0.2919 0.8935 1.0845
S 1.3826 2.3611 1.2364
C 1.8257 2.4156 2.9470
C 2.5692 3.5057 3.4187
C 2.8967 3.6151 4.7579
C 2.4947 2.6472 5.6758
C 1.7847 1.5504 5.2223
C 1.4766 1.4251 3.8701
As 0.4742 -0.0410 3.1560
C 1.6462 -1.5656 3.1652
C 1.1636 -2.7489 2.6068
C 1.9941 -3.8544 2.5043
C 3.3104 -3.7742 2.9433
C 3.7933 -2.5932 3.4866
C 2.9639 -1.4840 3.5947
C -0.8220 -0.4230 4.5326
C -0.8192 -1.5996 5.2672
C -1.8104 -1.8240 6.2164
C -2.8009 -0.8772 6.4251
C -2.8066 0.2999 5.6847
C -1.8236 0.5242 4.7358
H 2.8700 4.2736 2.7169
H 3.4641 4.4736 5.0955
H 2.7304 2.7520 6.7263
H 1.4602 0.7846 5.9185
H 0.1403 -2.8044 2.2508
H 1.6196 -4.7724 2.0698
H 3.9630 -4.6332 2.8533
H 4.8211 -2.5306 3.8208
H 3.3410 -0.5578 4.0116
H -0.0448 -2.3400 5.1089
H -1.8044 -2.7399 6.7930
H -3.5727 -1.0558 7.1625
H -3.5814 1.0383 5.8452
H -1.8365 1.4346 4.1463
N -2.5402 3.3723 -1.6002
C -1.7439 2.3777 -1.1149
N -1.2139 1.5250 -2.0187
O -1.5426 2.2904 0.1030
H -2.4900 3.6300 -2.5696
H -2.7819 4.0938 -0.9432
H -1.5668 1.5015 -2.9589
H -0.7412 0.6963 -1.6668
C -6.9678 1.8760 -3.2692
C -6.7660 1.4260 -1.8435
C -7.6246 1.8955 -0.8587
C -7.4396 1.5338 0.4678
C -6.4110 0.6768 0.8022
C -5.5421 0.1880 -0.1740
N -4.4965 -0.6459 0.2895
C -3.9454 -1.7200 -0.3949
C -4.7787 -2.6055 -1.0873
C -4.2561 -3.6992 -1.7484
C -2.8858 -3.9502 -1.7366
C -2.0546 -3.0757 -1.0628
C -2.5650 -1.9672 -0.3900
C -1.6201 -0.9941 0.2151
O -1.9501 -0.3561 1.2621
O -0.5180 -0.7533 -0.3479
C -5.6952 0.5805 -1.5091
C -4.7243 0.1667 -2.5853
H -7.9226 2.3892 -3.3743
H -6.9540 1.0391 -3.9688
H -6.1828 2.5709 -3.5793
H -8.4386 2.5550 -1.1342
H -8.1088 1.9036 1.2340
H -6.2626 0.3584 1.8266
H -3.8841 -0.2334 0.9817
H -5.8453 -2.4158 -1.0872
H -4.9241 -4.3734 -2.2700
H -2.4767 -4.8066 -2.2551
H -0.9834 -3.2350 -1.0495
H -5.0725 -0.7124 -3.1344
H -3.7456 -0.0782 -2.1778
H -4.5959 0.9734 -3.3076
C 4.3396 0.2566 0.6132
C 4.2400 -0.5210 -0.6999
C 5.6020 -0.5144 -1.3870
C 3.8395 -1.9569 -0.3579
Sb 2.5686 0.3529 -1.8555
C 3.4866 2.0847 -2.8786
C 2.3882 2.7104 -3.7432
C 4.7193 1.8358 -3.7410
C 3.8280 3.0769 -1.7660
C 2.2805 -1.1441 -3.4647
C 3.5408 -1.7527 -4.0736
C 1.4621 -0.4775 -4.5724
C 1.4147 -2.2486 -2.8495
H 5.1097 -0.2067 1.2450
H 3.3981 0.2440 1.1641
H 4.6119 1.3021 0.4650
H 6.3000 -1.1339 -0.8076
H 6.0227 0.4911 -1.4219
H 5.5758 -0.9078 -2.4025
H 4.5294 -2.3516 0.3987
H 3.8936 -2.6170 -1.2234
H 2.8297 -2.0168 0.0600
H 2.1430 2.1038 -4.6125
H 2.7290 3.6875 -4.1087
H 1.4687 2.8722 -3.1721
H 4.5535 1.0650 -4.4947
H 5.5878 1.5515 -3.1507
H 4.9778 2.7605 -4.2742
H 2.9587 3.3235 -1.1534
H 4.2081 4.0060 -2.2100
H 4.6016 2.6937 -1.0979
H 4.2112 -1.0000 -4.4880
H 3.2634 -2.4304 -4.8926
H 4.1006 -2.3413 -3.3468
H 2.0883 0.1218 -5.2343
H 0.6699 0.1674 -4.1794
H 0.9819 -1.2493 -5.1864
H 1.9425 -2.8233 -2.0899
H 1.1059 -2.9463 -3.6392
H 0.5142 -1.8410 -2.3848

---

Entry 2:
122
Properties=species:S:1:pos:R:3 method="wB97M-V/def2-TZVPD" s2=0.84 mol_weight_da=1031.04 multiplicity=2 gap_ev="7.1465 / 6.8024" lumo_energy_ev="0.3 / -1.1" de_lowest_kcal_mol=0.0
Ni -0.1888 -0.9369 0.1740
C -2.3089 -3.2050 2.8379
C -1.3522 -2.1608 3.4239
C -1.7293 -1.8568 4.8776
C 0.0741 -2.7359 3.3881
P -1.2983 -0.6956 2.2852
C -0.2899 0.5087 3.2610
N 0.7220 0.9774 2.3590
B 0.8187 0.5463 0.9893
N 2.1476 0.9257 0.5943
C 2.7624 0.3552 -0.5739
P 2.0029 -1.3250 -0.7312
C 2.2842 -1.6484 -2.5460
C 1.1782 -0.8547 -3.2538
C 2.1275 -3.1472 -2.8379
C 3.6356 -1.1668 -3.0872
C 3.0975 -2.4079 0.3137
C 3.1974 -1.7573 1.7034
C 4.5092 -2.6024 -0.2353
C 2.4130 -3.7746 0.4682
C 2.8040 1.5440 1.6590
C 4.0871 2.0476 1.7692
C 4.4825 2.5778 2.9995
C 3.6099 2.6075 4.0812
C 2.3123 2.1045 3.9676
C 1.9274 1.5688 2.7525
C -2.9475 0.2033 2.2420
C -3.7060 0.2252 3.5655
C -3.8195 -0.4421 1.1694
C -2.6491 1.6393 1.8072
H -2.1912 -4.1502 3.3780
H -2.1022 -3.3910 1.7904
H -3.3519 -2.8926 2.9282
H -1.3815 -2.6823 5.5064
H -2.8033 -1.7746 5.0136
H -1.2692 -0.9435 5.2603
H 0.0725 -3.7170 3.8732
H 0.7937 -2.1021 3.9144
H 0.4257 -2.8684 2.3650
H 0.1733 0.0310 4.1272
H -0.9299 1.3062 3.6372
H 3.8493 0.3220 -0.4736
H 2.5225 0.9173 -1.4791
H 0.1983 -1.0051 -2.8004
H 1.1181 -1.1648 -4.3028
H 1.4006 0.2075 -3.2386
H 1.3106 -3.5964 -2.2801
H 3.0427 -3.6963 -2.6061
H 1.9081 -3.2905 -3.8996
H 3.7930 -0.0976 -2.9282
H 3.6443 -1.3327 -4.1705
H 4.4800 -1.7085 -2.6679
H 3.8711 -0.8986 1.7070
H 3.5946 -2.4970 2.4057
H 2.2291 -1.4218 2.0790
H 5.0057 -1.6551 -0.4553
H 4.5205 -3.2186 -1.1337
H 5.1080 -3.1157 0.5241
H 1.3869 -3.6708 0.8157
H 2.9639 -4.3697 1.2040
H 2.3878 -4.3346 -0.4672
H 4.7685 2.0363 0.9262
H 5.4833 2.9771 3.1093
H 3.9366 3.0337 5.0214
H 1.6252 2.1392 4.8058
H -4.0669 -0.7652 3.8384
H -4.5823 0.8727 3.4564
H -3.1053 0.6183 4.3907
H -4.1668 -1.4266 1.4749
H -3.2820 -0.5504 0.2294
H -4.6948 0.1889 0.9838
H -2.2996 2.2640 2.6324
H -3.5647 2.0853 1.4134
H -1.9067 1.6703 1.0121
C 1.2487 2.1518 -5.7748
C 2.0642 2.5066 -4.7050
C 1.5353 2.5666 -3.4231
C 0.1813 2.2956 -3.1893
C -0.6242 1.9468 -4.2738
C -0.0940 1.8761 -5.5577
Ge -0.5148 2.2975 -1.3840
C 0.1402 3.8848 -0.4848
C -0.0765 4.0301 0.8914
C 0.3885 5.1441 1.5771
C 1.0942 6.1301 0.8994
C 1.3203 6.0016 -0.4637
C 0.8487 4.8879 -1.1519
C -2.4400 2.3181 -1.4415
C -3.1553 3.4283 -0.9878
C -4.5443 3.4329 -1.0265
C -5.2317 2.3287 -1.5180
C -4.5294 1.2179 -1.9701
C -3.1391 1.2062 -1.9216
H 1.6618 2.0850 -6.7741
H 3.1122 2.7277 -4.8702
H 2.1882 2.8254 -2.5947
H -1.6756 1.7313 -4.1228
H -0.7333 1.6057 -6.3893
H -0.6062 3.2624 1.4400
H 0.2050 5.2407 2.6406
H 1.4679 6.9955 1.4333
H 1.8646 6.7715 -0.9977
H 1.0158 4.8211 -2.2191
H -2.6278 4.2981 -0.6115
H -5.0911 4.2988 -0.6725
H -6.3154 2.3331 -1.5436
H -5.0608 0.3536 -2.3488
H -2.6039 0.3147 -2.2400
F -2.7096 -1.9140 -3.5105
C -2.0079 -2.9874 -3.1202
F -2.5568 -4.0651 -3.6976
F -0.7830 -2.8520 -3.6221
C -1.9843 -3.0742 -1.5560
O -1.4017 -1.9834 -1.0394
C -1.2637 -4.4357 -1.1462
F -2.1014 -5.4648 -0.9741
F -0.6054 -4.2696 0.0064
F -0.3562 -4.8321 -2.0522
C -3.4827 -3.2047 -1.0908
F -3.5129 -3.4804 0.2225
F -4.1980 -4.1491 -1.7063
F -4.1292 -2.0500 -1.2809

---

Which value of multiplicity does entry 2 give? 2